1.
# C23H27N3O11PtSi

A structure of composition C23H27N3O11PtSi in a non-equilibrium geometry (wB97M-V/def2-TZVPD, OMol25).

Summary:
E_HOMO (alpha / beta) (eV): -1.148 / -0.911
Molecular weight (u): 744.643
Frontier orbital gap (alpha / beta) (eV): 4.8 / 4.6
LUMO energy (alpha / beta) (eV): 3.6 / 3.7

Structure (ORCA input):
```
! wB97M-V def2-TZVPD RIJCOSX def2/J DEFGRID3
* xyz -2 1
Pt 0.10145 -1.40059 -0.22540
O -3.61766 -2.91896 1.03477
C -2.47658 -2.48403 1.16145
O -1.86249 -1.96829 0.16313
C -1.85119 -2.54488 2.54897
C -2.69724 -2.87823 3.57670
C -2.25813 -2.96425 4.90628
C -0.93725 -2.64283 5.20046
C -0.05029 -2.30685 4.18998
C -0.44282 -2.31215 2.79417
O 0.41662 -2.15376 1.89751
N 1.27248 -1.98228 4.56575
O 1.49335 -1.82177 5.77324
O 2.15430 -1.86208 3.72556
N -3.12117 -3.36676 5.93551
O -2.67363 -3.42389 7.08877
O -4.29236 -3.65780 5.66781
H -3.73285 -3.09322 3.35121
H -0.59306 -2.66869 6.22279
O 2.15358 -1.24734 -0.63999
C 2.76832 -0.94604 -1.70022
C 2.29165 -0.88279 -3.02904
C 3.10682 -0.33077 -4.02944
C 2.63981 -0.13602 -5.32454
C 1.32061 -0.51728 -5.64161
C 0.50497 -1.05359 -4.69660
C 0.93801 -1.28974 -3.34912
O 0.15080 -1.82545 -2.52646
N 3.43420 0.48156 -6.29368
O 4.59033 0.82944 -5.99817
O 2.95679 0.68318 -7.42554
H 3.82222 -0.64845 -1.57288
H 4.10795 -0.01376 -3.78396
H 0.96999 -0.36955 -6.65121
H -0.51277 -1.33009 -4.92645
C -2.03584 0.91564 1.35406
Si -0.51201 0.85723 0.15406
C 0.91437 1.85966 1.10165
C 2.19372 1.98527 0.27823
C 1.26009 1.11096 2.38868
C 0.44112 3.26525 1.47160
C -1.16600 1.67044 -1.53916
C -2.20060 0.71694 -2.13807
C -1.82980 3.02704 -1.30196
C -0.04647 1.87628 -2.55856
H -2.38698 1.92551 1.54005
H -1.79502 0.46631 2.31147
H -2.85863 0.34205 0.94416
H 2.56539 0.99957 0.02799
H 2.96288 2.50542 0.85294
H 2.02559 2.53638 -0.64283
H 1.60525 0.10550 2.16317
H 0.39389 1.03967 3.04167
H 2.05427 1.63124 2.92751
H 0.28669 3.87081 0.58370
H 1.19112 3.76218 2.08799
H -0.48705 3.23375 2.03234
H -3.06428 0.63371 -1.48487
H -1.77634 -0.27689 -2.25011
H -2.52763 1.07453 -3.11734
H -2.61587 2.96708 -0.55686
H -2.26515 3.39551 -2.23150
H -1.09887 3.75586 -0.96695
H 0.53210 0.96994 -2.69027
H 0.62799 2.66880 -2.24457
H -0.46268 2.15637 -3.52794
*
```

=====

2.
# C23H28AuClNOP

A structure of composition C23H28AuClNOP in a non-equilibrium geometry (wB97M-V/def2-TZVPD, OMol25).

Summary:
E_HOMO (alpha / beta) (eV): -14.401 / -14.402
Molecular weight (u): 597.877
Frontier orbital gap (alpha / beta) (eV): 5.4 / 5.4
LUMO energy (alpha / beta) (eV): -9.0 / -9.0

Structure (ORCA input):
```
! wB97M-V def2-TZVPD RIJCOSX def2/J DEFGRID3
* xyz 2 1
Au 0.15292 -0.29420 0.09037
O -1.34218 1.62152 0.54605
C -0.61275 2.75703 0.99729
C 0.00516 3.56239 -0.14706
C 0.77887 2.69003 -1.14704
C 2.05847 2.14162 -0.60202
C 3.18030 2.95596 -0.45270
C 4.37070 2.40460 -0.01623
C 4.42077 1.04237 0.25430
C 3.26516 0.30060 0.10547
N 2.12225 0.84653 -0.30181
H -2.04140 1.92943 -0.04527
H 0.15991 2.35961 1.65620
H -1.26988 3.41039 1.58112
H 0.66159 4.31817 0.28739
H -0.78790 4.08102 -0.68981
H 1.00273 3.30343 -2.02101
H 0.15498 1.85093 -1.46985
H 3.10759 4.00247 -0.70697
H 5.24973 3.02154 0.09633
H 5.32617 0.55951 0.58212
H 3.24630 -0.75907 0.31016
Cl 2.48156 -0.15430 3.15817
C 2.34711 -1.77843 2.60472
C 3.44341 -2.62029 2.68738
C 3.37439 -3.90734 2.18019
C 2.18997 -4.36313 1.59465
C 1.08557 -3.54704 1.54228
C 1.10713 -2.23167 2.06249
C -0.06161 -1.42138 2.03035
H 4.35509 -2.27037 3.14473
H 4.23078 -4.55827 2.24353
H 2.14086 -5.36273 1.19419
H 0.15398 -3.91667 1.13880
H -0.13593 -0.62382 2.75553
H -0.99317 -1.94618 1.86018
C -0.08213 -3.03429 -2.05206
P -0.83359 -1.40049 -1.80699
C -2.61962 -1.73195 -1.70276
C -0.52011 -0.36581 -3.23752
C -1.45461 0.60316 -3.61572
C -1.15266 1.47617 -4.64251
C 0.08584 1.41167 -5.26827
C 1.01294 0.44485 -4.89741
C 0.72191 -0.43435 -3.87393
H 1.00326 -2.96360 -2.03020
H -0.40531 -3.45847 -3.00422
H -0.41306 -3.68270 -1.24057
H -2.96868 -2.05545 -2.68828
H -3.17856 -0.85004 -1.39627
H -2.79179 -2.53456 -0.98582
H -2.41113 0.66165 -3.11454
H -1.87593 2.21625 -4.95288
H 0.33152 2.11635 -6.04586
H 1.96484 0.38888 -5.40099
H 1.44509 -1.17715 -3.57119
*
```

=====

3.
# C23H28BeN4OS2SeSi

A structure of composition C23H28BeN4OS2SeSi in a non-equilibrium geometry (wB97M-V/def2-TZVPD, OMol25).

Summary:
E_HOMO (eV): -7.113
Molecular weight (u): 556.696
Frontier orbital gap (eV): 6.3
LUMO energy (eV): -0.8

Structure (ORCA input):
```
! wB97M-V def2-TZVPD RIJCOSX def2/J DEFGRID3
* xyz 0 1
Be 0.36601 0.06188 0.39801
S -0.35692 -1.80582 -0.17978
C 0.90748 -1.83530 -1.38972
N 1.02622 -2.75781 -2.30938
N 0.11962 -3.69090 -2.32539
C 0.12166 -4.72897 -3.25065
C -0.92505 -5.64981 -3.21670
C -0.95176 -6.69740 -4.11970
C 0.05729 -6.83656 -5.06163
C 1.09694 -5.91678 -5.09353
C 1.13683 -4.86311 -4.19742
N 1.87293 -0.88865 -1.45704
N 1.78958 0.07065 -0.64008
C 2.81285 1.03800 -0.74671
C 2.67197 2.23314 -0.04561
C 3.65744 3.20277 -0.12539
C 4.77857 3.00039 -0.91447
C 4.91385 1.81414 -1.62590
C 3.94456 0.83391 -1.54452
H -0.61832 -3.64133 -1.62530
H -1.70899 -5.53564 -2.47679
H -1.76582 -7.40949 -4.08526
H 0.04080 -7.66353 -5.75903
H 1.88938 -6.02243 -5.82299
H 1.94122 -4.14176 -4.20901
H 1.79327 2.38663 0.56496
H 3.55105 4.11949 0.44028
H 5.54912 3.75837 -0.97023
H 5.78638 1.65609 -2.24664
H 4.04379 -0.09568 -2.08399
C -1.37859 -0.94339 4.66100
Si 0.36210 -0.22935 4.49122
C 0.60839 1.23254 5.66457
C 1.63885 -1.58003 4.80994
Se 0.72237 0.74250 2.44979
H -1.59333 -1.18181 5.70677
H -1.48004 -1.85981 4.07738
H -2.12679 -0.23158 4.31116
H 0.79443 0.89875 6.68832
H -0.26990 1.88008 5.66188
H 1.46059 1.82236 5.32589
H 1.65021 -1.87102 5.86413
H 2.63505 -1.23080 4.53790
H 1.41680 -2.46629 4.21360
C -2.07106 2.90166 -1.58302
S -2.03786 1.58598 -0.34607
O -0.57784 1.19112 -0.35766
C -2.29340 2.57645 1.12591
C -1.43435 3.62332 1.42071
C -1.56915 4.28625 2.62704
C -2.54719 3.89038 3.52850
C -3.38832 2.82809 3.23364
C -3.26163 2.15995 2.02529
H -1.32401 3.65177 -1.33728
H -3.06967 3.33434 -1.60478
H -1.83549 2.43766 -2.53885
H -0.64318 3.89486 0.73404
H -0.88521 5.08620 2.87605
H -2.64192 4.40132 4.47810
H -4.12824 2.50421 3.95362
H -3.89398 1.31303 1.78818
*
```

=====

4.
# C23H28ErIN8

A structure of composition C23H28ErIN8 in a non-equilibrium geometry (wB97M-V/def2-TZVPD, OMol25).

Summary:
E_HOMO (alpha / beta) (eV): -18.262 / -18.263
Molecular weight (u): 710.697
Frontier orbital gap (alpha / beta) (eV): 5.0 / 5.0
LUMO energy (alpha / beta) (eV): -13.3 / -13.3

Structure (ORCA input):
```
! wB97M-V def2-TZVPD RIJCOSX def2/J DEFGRID3
* xyz 4 4
Er 0.48873 0.21614 0.66145
C -0.76081 -1.10899 3.50638
N -0.85317 0.23186 2.87839
C -2.21024 0.74556 2.59853
C -2.55568 0.84762 1.15196
N -1.78647 0.55460 0.09405
C -2.51128 0.97070 -1.05109
C -2.30972 0.77030 -2.37610
C -3.30005 1.34392 -3.24092
C -4.41051 2.06317 -2.76276
C -4.58711 2.26773 -1.40901
C -3.65874 1.71640 -0.58046
N -3.62065 1.60924 0.83911
C -0.35170 -2.16876 2.54934
N 0.23956 -1.97398 1.35486
C 0.31684 -3.24276 0.69339
C 0.97721 -3.71456 -0.39564
C 0.88001 -5.09674 -0.65255
C 0.23235 -5.99220 0.14644
C -0.41104 -5.58593 1.33415
C -0.34816 -4.20453 1.59457
N -0.65159 -3.49567 2.73516
H -1.73121 -1.42300 3.87143
H -0.01783 -1.09707 4.38299
H -0.40468 0.91621 3.51257
H -2.24864 1.79154 3.03430
H -2.98248 0.13696 3.12115
H -1.55630 0.09691 -2.76864
H -3.27112 1.19957 -4.36091
H -5.16295 2.45285 -3.49342
H -5.38909 2.91432 -1.06404
H -4.30487 1.95356 1.54095
H 1.60972 -3.08072 -1.03525
H 1.47979 -5.53292 -1.46248
H 0.41369 -6.98356 -0.16077
H -0.88504 -6.31024 2.04771
H -0.97128 -3.89550 3.62280
N 1.84435 2.68085 -4.75300
C 1.70664 1.34914 -3.98444
C 1.39016 1.70746 -2.53354
N 1.08000 0.47097 -1.67449
H 2.24640 2.46413 -5.65821
H 2.41954 3.35659 -4.21628
H 0.86714 3.06569 -4.97682
H 2.64305 0.84126 -4.12610
H 0.92680 0.74092 -4.48654
H 0.53785 2.38659 -2.44733
H 2.23516 2.22141 -2.10991
H 1.76385 -0.25025 -1.92557
H 0.18679 0.12727 -2.01138
I 0.24985 3.45817 0.92762
C 2.18970 1.93949 1.55142
C 3.29563 2.78196 1.63145
C 4.42753 2.27326 2.31825
C 4.31606 1.05375 2.97509
C 3.21454 0.21047 2.75162
N 2.17408 0.69131 2.03796
H 3.21448 3.81095 1.17556
H 5.38137 2.79897 2.29605
H 5.11265 0.76942 3.67298
H 3.19090 -0.84183 3.10796
*
```

=====

Question: molecular weight of number 2 (C23H28AuClNOP)?
Answer: 597.877 u

=====

Question: molecular weight of number 2 (C23H28AuClNOP)?
Answer: 597.877 u

=====

Repeat the third record exactly.
# C23H28BeN4OS2SeSi

A structure of composition C23H28BeN4OS2SeSi in a non-equilibrium geometry (wB97M-V/def2-TZVPD, OMol25).

Summary:
E_HOMO (eV): -7.113
Molecular weight (u): 556.696
Frontier orbital gap (eV): 6.3
LUMO energy (eV): -0.8

Structure (ORCA input):
```
! wB97M-V def2-TZVPD RIJCOSX def2/J DEFGRID3
* xyz 0 1
Be 0.36601 0.06188 0.39801
S -0.35692 -1.80582 -0.17978
C 0.90748 -1.83530 -1.38972
N 1.02622 -2.75781 -2.30938
N 0.11962 -3.69090 -2.32539
C 0.12166 -4.72897 -3.25065
C -0.92505 -5.64981 -3.21670
C -0.95176 -6.69740 -4.11970
C 0.05729 -6.83656 -5.06163
C 1.09694 -5.91678 -5.09353
C 1.13683 -4.86311 -4.19742
N 1.87293 -0.88865 -1.45704
N 1.78958 0.07065 -0.64008
C 2.81285 1.03800 -0.74671
C 2.67197 2.23314 -0.04561
C 3.65744 3.20277 -0.12539
C 4.77857 3.00039 -0.91447
C 4.91385 1.81414 -1.62590
C 3.94456 0.83391 -1.54452
H -0.61832 -3.64133 -1.62530
H -1.70899 -5.53564 -2.47679
H -1.76582 -7.40949 -4.08526
H 0.04080 -7.66353 -5.75903
H 1.88938 -6.02243 -5.82299
H 1.94122 -4.14176 -4.20901
H 1.79327 2.38663 0.56496
H 3.55105 4.11949 0.44028
H 5.54912 3.75837 -0.97023
H 5.78638 1.65609 -2.24664
H 4.04379 -0.09568 -2.08399
C -1.37859 -0.94339 4.66100
Si 0.36210 -0.22935 4.49122
C 0.60839 1.23254 5.66457
C 1.63885 -1.58003 4.80994
Se 0.72237 0.74250 2.44979
H -1.59333 -1.18181 5.70677
H -1.48004 -1.85981 4.07738
H -2.12679 -0.23158 4.31116
H 0.79443 0.89875 6.68832
H -0.26990 1.88008 5.66188
H 1.46059 1.82236 5.32589
H 1.65021 -1.87102 5.86413
H 2.63505 -1.23080 4.53790
H 1.41680 -2.46629 4.21360
C -2.07106 2.90166 -1.58302
S -2.03786 1.58598 -0.34607
O -0.57784 1.19112 -0.35766
C -2.29340 2.57645 1.12591
C -1.43435 3.62332 1.42071
C -1.56915 4.28625 2.62704
C -2.54719 3.89038 3.52850
C -3.38832 2.82809 3.23364
C -3.26163 2.15995 2.02529
H -1.32401 3.65177 -1.33728
H -3.06967 3.33434 -1.60478
H -1.83549 2.43766 -2.53885
H -0.64318 3.89486 0.73404
H -0.88521 5.08620 2.87605
H -2.64192 4.40132 4.47810
H -4.12824 2.50421 3.95362
H -3.89398 1.31303 1.78818
*
```